# 1
A cluster of 13 separate species, C78H163Cl8N9O8 in total in a non-equilibrium geometry. Source: the OMol25 dataset; level of theory: wB97M-V/def2-TZVPD.

Computed properties:
Largest force on an atom: 3.058 eV Å⁻¹
Highest occupied orbital energy: -8.700 eV
HOMO-LUMO gap: 8.93 eV
Multiplicity: 1

Each line ends with the Mulliken charge.
Positions of all 266 atoms, in Å:
1 C -4.2599 -2.0202 -3.1690  -0.067
2 Cl -5.6161 -2.8641 -3.9332  -0.195
3 Cl -2.9908 -3.1270 -2.6872  -0.010
4 H -3.8612 -1.2725 -3.8395  0.246
5 H -4.7139 -1.5472 -2.2691  0.043
6 C 6.3697 0.8210 0.5416  2.262
7 Cl 5.7114 2.3656 1.1333  -0.162
8 Cl 7.9092 0.3876 1.3560  -0.205
9 H 5.7488 0.0140 0.7657  -1.495
10 H 6.4997 0.8808 -0.5472  -0.497
11 C -4.9448 1.9045 4.3250  -0.003
12 Cl -5.8302 0.8069 3.2936  -0.083
13 Cl -3.5588 2.6566 3.4947  0.060
14 H -5.5412 2.7301 4.7356  0.493
15 H -4.5256 1.2683 5.0998  -0.470
16 C -0.4161 4.6910 2.8424  2.948
17 Cl 0.7820 5.3906 3.9354  -0.190
18 Cl -1.7921 5.7795 2.5844  -0.199
19 H 0.0163 4.4516 1.8864  -1.398
20 H -0.8536 3.8343 3.3399  -1.207
21 C -0.3488 -1.4421 6.0009  -1.609
22 C -1.3546 -0.4873 6.7530  1.973
23 C -1.5444 -1.0018 8.1934  -1.303
24 C -2.2733 0.0088 9.0724  -0.573
25 C -1.5252 1.3592 9.0550  -1.419
26 C -1.3048 1.9133 7.6316  1.897
27 N -0.6707 0.8264 6.8240  -0.003
28 O -0.4219 1.3982 5.5657  -0.284
29 C -2.6875 2.4992 7.0560  -1.175
30 C -0.3400 3.0239 7.6851  -2.094
31 C -2.6802 -0.6057 5.9061  -1.276
32 H -0.6553 -2.4962 6.0890  0.396
33 H 0.6432 -1.2322 6.3930  0.594
34 H -0.3716 -1.0680 4.9602  -0.275
35 H -2.1388 -1.9369 8.2524  0.329
36 H -0.5094 -1.1749 8.5352  0.374
37 H -2.4614 -0.3214 10.0839  0.450
38 H -3.3001 0.1873 8.7367  0.314
39 H -0.5222 1.1769 9.4658  0.384
40 H -1.9910 2.1163 9.7087  0.359
41 H -3.4675 1.7385 7.2202  0.269
42 H -2.9950 3.3857 7.6235  0.484
43 H -2.6352 2.8102 6.0150  0.022
44 H 0.6428 2.6263 7.9361  0.470
45 H -0.2720 3.5954 6.7685  0.275
46 H -0.7000 3.7050 8.4333  0.473
47 H -3.5784 -0.1521 6.3780  0.346
48 H -2.9509 -1.6840 5.8791  0.485
49 H -2.6729 -0.2188 4.8793  -0.051
50 H -1.2572 1.5316 5.0199  0.260
51 C -0.0670 5.8366 -3.7401  -1.948
52 C 1.2881 5.8747 -3.0256  1.633
53 C 2.2538 6.9209 -3.7463  -1.227
54 C 3.4249 7.2750 -2.8729  -0.459
55 C 2.9595 7.7410 -1.4506  -1.357
56 C 2.1550 6.6604 -0.7678  2.226
57 N 1.0323 6.3879 -1.6748  -0.264
58 O 0.2463 5.3876 -1.0856  1.197
59 C 3.0072 5.4817 -0.3219  -1.791
60 C 1.4709 7.1539 0.4876  -2.152
61 C 1.8375 4.4798 -3.0817  0.061
62 H -0.7922 5.0566 -3.3920  -0.203
63 H 0.0832 5.5991 -4.7615  0.526
64 H -0.5112 6.8265 -3.6281  0.575
65 H 2.5155 6.5567 -4.7429  0.398
66 H 1.6206 7.7754 -4.0073  0.367
67 H 3.9616 8.0522 -3.4079  0.459
68 H 4.1099 6.4313 -2.6773  0.186
69 H 2.3772 8.6500 -1.3785  0.433
70 H 3.9013 7.8659 -0.9080  0.338
71 H 3.5038 5.8068 0.6117  0.616
72 H 2.3905 4.6502 -0.0143  -0.005
73 H 3.7811 5.1139 -0.9961  0.153
74 H 0.6518 7.7951 0.1734  0.377
75 H 1.1211 6.3932 1.1623  0.157
76 H 2.2057 7.7342 1.0821  0.549
77 H 1.0726 3.8512 -2.6186  -0.451
78 H 2.8073 4.3351 -2.6150  -0.753
79 H 1.8743 4.2345 -4.1675  0.710
80 H -0.4602 5.9403 -0.7402  0.011
81 C -2.2119 1.5331 -0.0509  -1.266
82 C -0.9531 0.7650 0.3117  2.894
83 C -1.0232 -0.6758 -0.2278  -0.799
84 C 0.2991 -1.3921 -0.1375  0.435
85 C 1.3452 -0.5571 -0.8239  -0.889
86 C 1.4733 0.8450 -0.2713  2.219
87 N 0.1491 1.4467 -0.3819  0.622
88 O 0.2586 2.6585 0.3288  0.905
89 C 2.1917 0.8541 1.1237  -0.318
90 C 2.4368 1.6086 -1.1901  -0.038
91 C -0.9407 0.7366 1.8485  -1.480
92 H -3.0789 0.8730 0.1522  0.416
93 H -2.1636 1.9176 -1.0730  -0.092
94 H -2.3386 2.3993 0.6403  -0.288
95 H -1.8614 -1.1376 0.3200  -0.533
96 H -1.4476 -0.6594 -1.2482  0.021
97 H 0.2406 -2.3499 -0.6441  0.517
98 H 0.5296 -1.5487 0.9448  -0.668
99 H 1.1051 -0.5000 -1.8923  0.588
100 H 2.3016 -1.0663 -0.8073  -0.351
101 H 2.4493 1.9145 1.2802  0.136
102 H 1.6514 0.3342 1.8980  0.373
103 H 3.1418 0.3652 0.9132  -0.914
104 H 2.3465 2.7191 -1.0903  -0.981
105 H 3.4737 1.4389 -0.9286  -0.545
106 H 2.3705 1.3197 -2.2484  0.024
107 H -1.9490 0.4289 2.1027  0.783
108 H -0.8432 1.6617 2.3714  -0.517
109 H -0.3537 0.0072 2.4275  0.012
110 H 0.1877 3.3219 -0.3652  -0.530
111 C -7.0510 3.7482 -1.3438  -1.725
112 C -6.5976 5.0798 -0.6347  1.857
113 C -5.6317 4.7656 0.4793  -1.847
114 C -4.2695 4.2412 0.0014  0.587
115 C -3.5916 5.1840 -1.0080  0.258
116 C -4.5604 5.7103 -2.1060  1.648
117 N -5.9349 5.9979 -1.5041  0.146
118 O -6.7409 6.3307 -2.6182  -0.517
119 C -3.9428 7.0185 -2.6373  -1.899
120 C -4.5974 4.7012 -3.2862  -1.647
121 C -7.7889 5.7726 -0.0582  -2.014
122 H -7.6757 3.2039 -0.5716  0.391
123 H -6.2911 3.0689 -1.6910  0.304
124 H -7.7963 3.9371 -2.1188  0.469
125 H -5.6112 5.6559 1.1166  0.278
126 H -6.0689 3.9714 1.1034  0.457
127 H -4.4564 3.2697 -0.4944  -0.012
128 H -3.5988 4.1751 0.8618  -0.156
129 H -2.7670 4.6689 -1.5003  -0.674
130 H -3.1557 6.0796 -0.5328  0.353
131 H -4.5424 7.3660 -3.4633  0.496
132 H -3.8868 7.7446 -1.8092  0.447
133 H -2.9922 6.8212 -3.0936  0.207
134 H -5.0065 3.7264 -3.0157  0.314
135 H -5.1460 5.0012 -4.1925  0.424
136 H -3.5804 4.4950 -3.5908  0.305
137 H -8.1736 5.0749 0.7164  0.367
138 H -8.5994 5.9541 -0.7358  0.368
139 H -7.4757 6.6658 0.4841  0.457
140 H -7.1196 5.5200 -2.9945  0.373
141 C 2.5181 -5.0693 1.3528  -0.622
142 C 4.0382 -4.8821 1.4307  1.849
143 C 4.4546 -3.7371 0.4454  -1.471
144 C 3.9022 -2.4226 0.9367  3.786
145 C 4.4539 -2.0922 2.2963  -2.318
146 C 4.1752 -3.1569 3.3387  2.572
147 N 4.5977 -4.4662 2.7529  0.060
148 O 4.3302 -5.4947 3.6992  -0.547
149 C 5.0570 -2.9333 4.5510  -2.210
150 C 2.7006 -3.0076 3.7891  -1.848
151 C 4.7985 -6.1412 1.0827  -1.714
152 H 2.0328 -4.0584 1.2600  -0.141
153 H 2.0501 -5.6610 2.1682  0.222
154 H 2.2688 -5.5907 0.4209  0.027
155 H 5.5394 -3.7098 0.4568  0.626
156 H 4.0602 -4.0515 -0.5309  -0.682
157 H 2.8099 -2.3748 0.9474  -1.324
158 H 4.1488 -1.6205 0.1999  -0.989
159 H 4.0689 -1.1108 2.6587  0.408
160 H 5.5459 -1.9989 2.2848  0.480
161 H 6.0938 -3.0590 4.2835  0.488
162 H 4.8763 -1.9844 5.0245  0.328
163 H 4.8115 -3.7016 5.2974  0.443
164 H 1.9575 -3.0243 3.0116  0.098
165 H 2.4186 -3.7855 4.5210  0.498
166 H 2.5799 -2.0941 4.3230  0.591
167 H 5.8653 -5.8620 1.0331  0.423
168 H 4.4701 -6.4324 0.0951  0.162
169 H 4.6258 -6.9289 1.8064  0.415
170 H 3.3851 -5.7050 3.7926  0.390
171 C -6.5944 -2.8578 2.3153  -1.798
172 C -5.6381 -3.5695 1.3382  2.658
173 C -4.2536 -3.0797 1.5374  -1.539
174 C -3.5552 -3.5654 2.8665  -0.423
175 C -3.5552 -5.0666 2.9176  -1.553
176 C -4.9862 -5.6676 2.6715  2.062
177 N -5.5132 -5.0676 1.4180  -0.068
178 O -6.8379 -5.5373 1.3908  -0.515
179 C -4.8455 -7.1458 2.3919  -2.016
180 C -5.8562 -5.5140 3.9177  -1.712
181 C -6.1089 -3.2742 -0.0599  -2.060
182 H -6.2145 -2.7772 3.3243  0.279
183 H -7.5086 -3.4165 2.2508  0.487
184 H -6.8666 -1.8743 1.8912  0.344
185 H -3.6970 -3.4192 0.6616  0.271
186 H -4.4026 -2.0055 1.5395  0.223
187 H -4.0480 -3.0589 3.6810  0.006
188 H -2.5346 -3.1934 2.9367  0.554
189 H -3.1786 -5.5310 3.8146  0.527
190 H -2.9034 -5.4939 2.1102  0.290
191 H -4.0656 -7.5577 3.0408  0.397
192 H -5.7869 -7.6695 2.5358  0.382
193 H -4.5528 -7.2777 1.3619  0.491
194 H -5.5300 -6.1101 4.7625  0.455
195 H -5.7847 -4.5518 4.3779  0.310
196 H -6.9240 -5.8048 3.6957  0.331
197 H -5.5961 -3.9736 -0.7484  0.426
198 H -5.8849 -2.2690 -0.3932  0.287
199 H -7.1618 -3.4326 -0.0629  0.512
200 H -6.9414 -5.9766 0.5386  0.350
201 C -1.3364 -5.9811 -4.5905  -1.981
202 C 0.0806 -5.4057 -4.7624  1.445
203 C 0.0779 -4.0271 -4.0242  -1.220
204 C 1.4892 -3.5408 -3.8172  0.654
205 C 2.2242 -4.5612 -3.0411  0.386
206 C 2.3712 -5.9171 -3.7322  2.095
207 N 0.9971 -6.3907 -4.0963  0.046
208 O 1.0972 -7.5261 -4.9254  -0.500
209 C 3.2743 -5.7755 -4.9311  -2.053
210 C 2.9836 -6.9541 -2.7932  -1.756
211 C 0.3032 -5.1794 -6.3061  -1.742
212 H -2.0712 -5.3027 -5.0588  0.308
213 H -1.5534 -6.1614 -3.5590  0.409
214 H -1.3977 -6.9473 -5.0642  0.444
215 H -0.4604 -3.2859 -4.5921  0.863
216 H -0.4095 -4.1733 -3.0766  -0.056
217 H 1.3723 -2.6476 -3.2225  -1.044
218 H 1.8697 -3.2085 -4.7894  0.360
219 H 1.6398 -4.7601 -2.1426  0.328
220 H 3.2044 -4.2116 -2.7335  -0.891
221 H 4.2656 -5.4483 -4.5491  0.361
222 H 3.3818 -6.7624 -5.4215  0.544
223 H 2.9966 -5.0960 -5.7287  0.274
224 H 2.9797 -7.9393 -3.2480  0.510
225 H 3.9604 -6.6567 -2.3811  0.175
226 H 2.2674 -6.9680 -1.9642  0.395
227 H 0.1627 -6.0849 -6.9356  0.450
228 H 1.2485 -4.7444 -6.5914  0.312
229 H -0.4043 -4.4408 -6.6738  0.491
230 H 1.3103 -7.2906 -5.8677  0.383
231 C 6.8032 1.4963 -5.1108  -1.748
232 C 5.6932 1.1487 -4.1475  1.542
233 C 4.3810 1.0341 -4.9520  -0.857
234 C 4.1680 -0.4003 -5.5165  -1.642
235 C 4.3602 -1.4711 -4.4816  0.204
236 C 5.7726 -1.4157 -3.7496  1.455
237 N 5.8649 -0.0405 -3.2155  1.208
238 O 7.0763 0.1432 -2.6215  -0.602
239 C 5.7431 -2.2894 -2.5060  -1.895
240 C 6.8720 -1.8125 -4.7545  -1.628
241 C 5.5102 2.3173 -3.1291  -1.530
242 H 6.8140 1.0081 -6.0691  0.351
243 H 7.8252 1.3729 -4.7212  0.322
244 H 6.7606 2.5696 -5.2639  0.508
245 H 3.5234 1.3036 -4.3450  -0.110
246 H 4.5212 1.8340 -5.6956  0.628
247 H 4.9182 -0.4648 -6.2985  0.364
248 H 3.1929 -0.5071 -5.9599  0.537
249 H 4.3436 -2.4524 -4.9785  0.417
250 H 3.6631 -1.4899 -3.6554  -0.629
251 H 5.0434 -1.8298 -1.8007  0.001
252 H 5.3882 -3.2805 -2.6802  0.343
253 H 6.7106 -2.3177 -1.9909  0.497
254 H 7.8874 -1.8157 -4.2613  0.408
255 H 6.7558 -2.8679 -5.0123  0.429
256 H 6.8503 -1.2325 -5.6665  0.342
257 H 4.9538 3.1443 -3.6044  0.606
258 H 6.4453 2.6766 -2.7535  0.540
259 H 4.8596 2.0195 -2.2736  -0.339
260 H 7.8302 -0.0356 -3.2348  0.288
261 C -1.1027 2.0245 -3.7803  0.834
262 C -1.6476 0.7170 -4.0920  -0.030
263 N -1.9927 -0.3018 -4.4738  -0.576
264 H -0.2206 1.9303 -3.1274  -0.349
265 H -1.7869 2.7108 -3.3034  -0.719
266 H -0.7610 2.5470 -4.6546  0.798

Atoms 1-2, force components in eV/Å:
C -1.001 0.534 0.985
Cl -0.044 -0.091 -0.264

# 2
A structure of composition C15H32NO2PSiSn in a non-equilibrium geometry. Source: the OMol25 dataset; level of theory: wB97M-V/def2-TZVPD.

Computed properties:
Largest force on an atom: 4.189 eV Å⁻¹
Highest occupied orbital energy: -5.074 eV
HOMO-LUMO gap: 5.09 eV
Multiplicity: 1

Each line ends with the Mulliken charge.
Positions of all 53 atoms, in Å:
1 Sn 0.0307 0.1873 -0.1875  0.379
2 Si 0.2445 -2.1281 -1.4212  0.666
3 P 0.5772 1.3029 -2.4676  0.712
4 N -1.9786 0.0454 0.0329  -0.258
5 H 0.7642 1.5458 0.6932  -0.180
6 C 0.8774 3.0736 -2.2641  -1.252
7 H 1.0522 3.5284 -3.2499  0.409
8 H 1.7579 3.2359 -1.6275  0.328
9 H 0.0093 3.5545 -1.7923  0.339
10 C 2.0277 0.6232 -3.3178  -1.065
11 H 2.2202 1.2235 -4.2205  0.418
12 H 1.8650 -0.4260 -3.6033  0.250
13 H 2.9108 0.6753 -2.6621  0.263
14 C -0.8770 1.1336 -3.5387  -1.095
15 H -0.6829 1.6702 -4.4798  0.420
16 H -1.7600 1.5718 -3.0483  0.319
17 H -1.0844 0.0762 -3.7529  0.271
18 C 1.8892 -3.0516 -1.5773  -1.012
19 H 2.2892 -3.2888 -0.5818  0.218
20 H 2.6390 -2.4775 -2.1370  0.219
21 H 1.6876 -3.9912 -2.1154  0.382
22 H -0.6367 -3.0126 -0.6134  -0.220
23 H -0.2929 -2.0301 -2.8072  -0.235
24 C -3.2243 -0.0065 -0.3501  -0.017
25 C -5.5349 0.8276 -0.1204  -0.461
26 C -4.1872 0.9441 0.1623  -0.374
27 C -3.7374 -1.0205 -1.2528  0.005
28 C -5.0881 -1.1187 -1.5213  -0.455
29 C -5.9982 -0.2086 -0.9524  -0.411
30 H -6.2390 1.5445 0.3032  0.320
31 H -3.7960 1.7457 0.7922  0.304
32 H -3.0074 -1.7162 -1.6825  0.076
33 H -5.4514 -1.9090 -2.1815  0.335
34 H -7.0628 -0.2993 -1.1629  0.323
35 C 3.3114 -0.3171 0.8456  0.712
36 O 2.3153 -0.8240 0.2846  -0.236
37 C 3.1798 0.5056 2.0861  -0.950
38 H 4.0986 1.0811 2.2354  0.419
39 H 3.0357 -0.1384 2.9669  0.253
40 H 2.3219 1.1849 2.0080  0.140
41 C 4.6945 -0.5146 0.3097  -1.418
42 H 5.1689 0.4678 0.1990  0.423
43 H 4.6737 -1.0320 -0.6531  0.263
44 H 5.3084 -1.0768 1.0234  0.384
45 C -1.3559 -0.8326 4.1749  -1.298
46 C -0.6984 -0.0966 3.0213  0.103
47 O -0.0203 -0.9808 2.0905  -0.315
48 H -2.2094 -1.4192 3.8191  0.319
49 H -1.7356 -0.1121 4.9018  0.376
50 H -0.6508 -1.4824 4.7012  0.357
51 H -1.4273 0.4351 2.3974  0.141
52 H 0.0323 0.6529 3.3620  0.189
53 H 0.4111 -1.6912 2.5987  0.221

Atoms 1-2, force components in eV/Å:
Sn -2.954 -1.179 -0.209
Si 0.189 -0.011 0.765